Formula: C47H98N5O7Pt
Source: OMol25
Level of theory: the ωB97M-V functional and the def2-TZVPD basis

Results
net charge: +1
HOMO level (spin up / spin down): -9.42 / -9.81 eV
E: -75341.4336 eV
spin multiplicity: 3

Positions of all 158 atoms, in Å:
Pt1 -2.3017 1.3618 2.8201
C1 -0.8174 -1.4962 0.3299
C2 -1.2627 -0.3626 1.2090
O1 -2.3139 -0.5569 1.9135
O2 -0.7812 0.7819 1.1302
H1 -0.7026 -2.4103 0.9269
H2 0.1862 -1.2651 0.0236
H3 -1.5974 -1.5648 -0.4571
C3 0.3954 -6.9308 1.9954
C4 -0.2384 -5.4744 2.1355
C5 -0.4172 -5.0886 3.6332
C6 0.9571 -4.9428 4.3019
C7 1.7393 -3.9642 3.5180
C8 1.9768 -4.3053 2.0826
N1 0.6503 -4.4826 1.5376
O3 0.8853 -4.8364 0.1576
C9 2.5613 -3.1146 1.2840
C10 2.9710 -5.4306 1.8926
C11 -1.6139 -5.3470 1.3272
H4 -0.3409 -7.5854 2.4413
H5 1.3426 -6.8797 2.4961
H6 0.4233 -7.2575 0.9418
H7 -0.9186 -4.0983 3.6835
H8 -1.1118 -5.6999 4.1632
H9 1.5235 -5.8716 4.4464
H10 0.7024 -4.5625 5.2990
H11 2.7151 -3.8292 4.0755
H12 1.3233 -2.9318 3.5452
H13 2.9473 -3.5105 0.3473
H14 1.7745 -2.3498 1.0721
H15 3.4568 -2.7196 1.7812
H16 3.9887 -4.9733 1.8052
H17 2.8677 -6.0982 2.7180
H18 2.6839 -5.9512 0.9612
H19 -2.4792 -5.6600 1.9256
H20 -1.5514 -5.9283 0.4130
H21 -1.8044 -4.3578 1.0213
H22 0.2431 -4.2421 -0.3247
C12 2.5785 1.7670 1.3640
C13 3.9485 2.4477 1.2712
C14 4.4748 2.2678 -0.1090
C15 5.7947 3.0248 -0.2677
C16 5.5483 4.4868 -0.1714
C17 4.8398 4.8153 1.1725
N2 3.8063 3.8777 1.3903
O4 3.2456 3.9738 2.7274
C18 5.9224 4.8433 2.2799
C19 4.1780 6.2039 1.0979
C20 4.8125 1.7831 2.2755
H23 2.1475 1.7624 2.4032
H24 2.7164 0.7553 0.9692
H25 2.0020 2.3535 0.6523
H26 4.6346 1.2110 -0.4187
H27 3.7768 2.6669 -0.8330
H28 6.2552 2.8487 -1.2263
H29 6.5738 2.6808 0.4249
H30 4.7953 4.8491 -0.8919
H31 6.5150 4.9607 -0.2088
H32 6.5298 4.0252 2.1210
H33 6.5522 5.6965 2.0946
H34 5.4846 4.9738 3.2731
H35 3.2565 6.1786 0.5049
H36 4.1086 6.5569 2.1288
H37 4.9053 6.8825 0.6758
H38 4.4783 1.9404 3.2674
H39 5.8190 2.1831 2.3610
H40 4.8227 0.6969 2.2016
H41 2.8850 4.8754 2.7609
C21 -3.2012 5.8107 3.1901
C22 -2.6699 4.3859 2.6459
C23 -1.3005 4.5078 1.9497
C24 -0.1654 4.8135 2.8819
C25 -0.1534 3.7586 4.0286
C26 -1.4328 3.5818 4.7344
N3 -2.5015 3.2895 3.6659
O5 -3.7902 2.9713 4.2328
C27 -1.3204 2.3447 5.5378
C28 -1.8212 4.7305 5.5909
C29 -3.6737 3.8801 1.5460
H42 -3.4258 6.3237 2.2185
H43 -2.5086 6.3530 3.8213
H44 -4.1506 5.7724 3.7210
H45 -1.1133 3.7050 1.2636
H46 -1.4494 5.3569 1.3112
H47 -0.3369 5.8359 3.2991
H48 0.7953 4.8385 2.3078
H49 0.5787 3.9661 4.8436
H50 0.1974 2.8457 3.6762
H51 -2.2831 2.0241 5.9203
H52 -0.9574 1.4844 4.9681
H53 -0.6444 2.5209 6.3898
H54 -1.1929 4.7439 6.4959
H55 -1.6403 5.7437 5.1504
H56 -2.8949 4.6799 5.8642
H57 -3.3501 2.9148 1.2158
H58 -3.6727 4.4814 0.6253
H59 -4.7369 3.8617 1.8329
H60 -3.9223 3.6097 4.9245
C30 2.9749 -3.0040 -4.5670
C31 1.9751 -2.6319 -3.4609
C32 1.0185 -1.5755 -3.8718
C33 -0.0244 -2.0509 -4.9141
C34 -0.7589 -3.2129 -4.2760
C35 0.1110 -4.3487 -3.8514
N4 1.1291 -3.8015 -2.9846
O6 2.1162 -4.7689 -2.5797
C36 -0.8720 -5.2896 -3.0693
C37 0.6303 -5.2143 -5.0234
C38 2.7552 -2.0248 -2.2702
H61 3.5286 -3.8400 -4.2232
H62 3.6663 -2.1711 -4.6517
H63 2.5360 -3.1814 -5.5374
H64 0.4584 -1.2284 -2.9566
H65 1.5808 -0.8130 -4.3562
H66 0.2825 -2.2666 -5.9519
H67 -0.7295 -1.2119 -4.9986
H68 -1.6222 -3.5886 -4.8713
H69 -1.3125 -2.6713 -3.5282
H70 -0.9100 -5.0794 -2.0019
H71 -1.9027 -5.3365 -3.4390
H72 -0.4982 -6.3563 -3.0140
H73 1.3448 -5.8384 -4.5893
H74 -0.2105 -5.8314 -5.4453
H75 1.1117 -4.5956 -5.8307
H76 3.1069 -1.0150 -2.4735
H77 3.5613 -2.7508 -1.9995
H78 2.1905 -2.1602 -1.3992
H79 1.7255 -5.1939 -1.8085
C39 -4.9816 -1.7185 -4.2281
C40 -4.5830 -0.4814 -3.4320
C41 -3.1958 -0.6472 -2.8307
C42 -2.5605 0.6698 -2.2991
C43 -2.4492 1.7733 -3.4049
C44 -3.8815 1.9917 -3.9323
N5 -4.4664 0.6822 -4.3851
O7 -5.8010 0.9471 -4.9128
C45 -4.7139 2.7434 -2.9158
C46 -3.9016 2.8158 -5.2015
C47 -5.6117 -0.1550 -2.3432
H80 -6.0797 -1.7127 -4.4308
H81 -4.8541 -2.5529 -3.5170
H82 -4.5127 -1.6880 -5.1896
H83 -3.2336 -1.4199 -2.0232
H84 -2.5914 -1.1278 -3.5955
H85 -1.5709 0.4304 -1.9084
H86 -3.1725 0.9838 -1.4832
H87 -1.8128 1.4027 -4.2206
H88 -2.0571 2.6864 -2.9325
H89 -5.0673 3.7565 -3.2503
H90 -5.6573 2.2797 -2.6059
H91 -4.1042 2.8539 -1.9710
H92 -4.8708 3.2626 -5.4342
H93 -3.2158 3.6280 -5.1699
H94 -3.3954 2.3555 -6.0727
H95 -6.5381 0.1091 -2.8003
H96 -5.2547 0.6830 -1.7502
H97 -5.8131 -0.9866 -1.6704
H98 -5.7466 0.6995 -5.8626

Formula: C48H102Br2INO22S2
Source: OMol25
Level of theory: the ωB97M-V functional and the def2-TZVPD basis

Results
HOMO level: -8.18 eV
E: -267812.5938 eV

Positions of all 178 atoms, in Å:
C1 7.0180 -2.4739 -1.8266
C2 6.6245 -1.0379 -1.9514
O1 6.4843 -0.3599 -0.9722
O2 6.4527 -0.5105 -3.1893
C3 5.5172 -1.1875 -4.0384
C4 4.4098 -0.2694 -4.4977
C5 3.5926 0.3892 -3.3358
C6 3.0866 -0.6455 -2.3355
C7 1.9701 -0.1572 -1.4264
C8 0.9063 -1.0154 -1.2566
C9 -0.1735 -0.6871 -0.4947
C10 -0.2160 0.5353 0.0995
C11 0.8052 1.4221 -0.0022
C12 0.7055 2.7341 0.6667
Br1 1.7079 2.9192 2.2671
C13 -0.0205 3.7285 0.1869
C14 -0.1544 5.0752 0.7891
Br2 -0.9825 3.5032 -1.4263
C15 1.9159 1.0537 -0.7648
S1 3.2645 2.2029 -0.8923
S2 -1.6712 0.9168 1.0108
C16 -1.9409 -0.6524 1.7683
C17 -2.3767 -0.7276 3.0609
C18 -2.5332 -1.9573 3.6203
C19 -2.9614 -2.0834 5.0498
C20 -1.7074 -2.3786 5.8428
O3 -1.3569 -3.4578 6.1807
I1 -0.4208 -0.6884 6.3366
C21 -2.2529 -3.0773 2.8994
C22 -1.8165 -2.9886 1.6133
C23 -1.6665 -1.7612 1.0198
N1 -1.2532 -1.6194 -0.3512
C24 -2.3805 -1.2981 -1.1811
C25 -3.6091 -1.8604 -0.9373
C26 -4.6942 -1.5254 -1.6921
C27 -4.5906 -0.6079 -2.6978
C28 -3.3650 -0.0729 -2.9534
C29 -2.2760 -0.4184 -2.2206
H1 6.3103 -3.1180 -2.3330
H2 6.9768 -2.7226 -0.7806
H3 7.9890 -2.6663 -2.2584
H4 6.0623 -1.4900 -4.9246
H5 5.1186 -2.0910 -3.6007
H6 4.8812 0.5567 -5.0203
H7 3.7213 -0.7603 -5.1765
H8 2.7762 0.9605 -3.7543
H9 4.2700 1.0946 -2.8841
H10 2.6787 -1.4846 -2.8869
H11 3.8830 -1.0505 -1.7206
H12 0.9135 -1.9682 -1.7537
H13 0.0024 5.0326 1.8547
H14 0.6445 5.6926 0.3842
H15 -1.1059 5.5234 0.5516
H16 2.5676 3.3050 -1.1937
H17 -2.5618 0.1887 3.5912
H18 -3.6074 -2.9324 5.2166
H19 -3.3626 -1.1546 5.4286
H20 -2.3559 -4.0192 3.4075
H21 -1.5782 -3.8775 1.0626
H22 -3.7457 -2.5756 -0.1505
H23 -5.6496 -1.9719 -1.4795
H24 -5.4540 -0.3149 -3.2621
H25 -3.2867 0.6361 -3.7537
H26 -1.3367 0.0397 -2.4713
C30 -1.3706 5.1390 4.8927
O4 -1.5556 4.1113 3.9148
H27 -2.3006 5.6890 4.9976
H28 -1.1055 4.7069 5.8609
H29 -0.5900 5.8346 4.5745
H30 -0.7140 3.6494 3.8466
C31 -6.0905 3.0044 -2.0506
O5 -4.7205 3.0439 -2.4520
H31 -6.6981 2.9628 -2.9513
H32 -6.2871 2.1203 -1.4430
H33 -6.3514 3.8997 -1.4810
H34 -4.1905 3.0747 -1.6486
C32 3.5280 6.2840 -0.7475
O6 2.3271 6.9293 -0.3265
H35 3.7224 5.4675 -0.0559
H36 3.4214 5.8809 -1.7588
H37 4.3722 6.9764 -0.7226
H38 2.1557 7.6546 -0.9324
C33 -9.8298 1.9993 -2.8088
O7 -9.2462 3.0311 -2.0201
H39 -10.2103 1.2410 -2.1302
H40 -10.6573 2.3856 -3.4097
H41 -9.0861 1.5435 -3.4692
H42 -8.9117 3.6997 -2.6223
C34 5.7592 -1.6750 1.9755
O8 4.5218 -2.3902 2.0052
H43 6.5645 -2.4067 1.9763
H44 5.8209 -1.0690 1.0731
H45 5.8524 -1.0386 2.8591
H46 3.8132 -1.7400 2.0039
C35 -4.9973 6.3789 -4.4426
O9 -3.7305 6.1068 -3.8603
H47 -4.9995 7.4178 -4.7632
H48 -5.1751 5.7390 -5.3116
H49 -5.8015 6.2300 -3.7158
H50 -3.7413 5.1849 -3.5776
C36 1.6474 -3.7310 2.4762
O10 2.2387 -3.0790 1.3534
H51 1.0358 -4.5513 2.1070
H52 2.4276 -4.1359 3.1279
H53 1.0170 -3.0387 3.0408
H54 2.7793 -2.3530 1.6920
C37 3.0785 -6.3646 -0.6462
O11 2.9924 -6.2393 0.7644
H55 2.9947 -7.4208 -0.8928
H56 2.2673 -5.8165 -1.1312
H57 4.0398 -5.9881 -1.0107
H58 3.0694 -5.3016 0.9730
C38 -4.7670 3.3588 1.5391
O12 -4.8945 2.1666 0.7674
H59 -5.6832 3.9326 1.4328
H60 -4.6151 3.1254 2.5954
H61 -3.9275 3.9597 1.1790
H62 -4.0735 1.6792 0.8777
C39 -2.4901 8.3324 3.6408
O13 -2.4051 8.2089 5.0597
H63 -2.6703 7.3431 3.2279
H64 -3.3151 8.9883 3.3555
H65 -1.5563 8.7226 3.2278
H66 -2.2444 9.0876 5.4164
C40 -4.6817 5.6820 4.7495
O14 -4.3601 5.8908 3.3802
H67 -5.7649 5.6824 4.8390
H68 -4.2953 4.7193 5.0980
H69 -4.2731 6.4825 5.3737
H70 -3.4022 5.8829 3.3035
C41 6.6120 -7.1996 1.6512
O15 5.3517 -7.8685 1.5941
H71 7.3394 -7.8814 2.0831
H72 6.9443 -6.9169 0.6446
H73 6.5457 -6.3147 2.2774
H74 4.7208 -7.2420 1.2222
C42 0.3911 -1.3931 -6.4829
O16 1.0827 -0.4801 -5.6275
H75 0.0892 -2.2483 -5.8860
H76 -0.5002 -0.9188 -6.9000
H77 1.0438 -1.7325 -7.2920
H78 1.3453 0.2662 -6.1721
C43 2.1205 -4.2323 -5.6276
O17 0.7448 -4.5796 -5.4831
H79 2.2974 -3.3189 -5.0630
H80 2.7638 -5.0183 -5.2407
H81 2.3629 -4.0523 -6.6778
H82 0.5767 -5.3855 -5.9798
C44 -2.9957 8.0204 8.3798
O18 -2.5682 9.3816 8.4346
H83 -3.0965 7.7504 7.3327
H84 -2.2572 7.3650 8.8490
H85 -3.9625 7.8982 8.8754
H86 -2.4774 9.6259 9.3580
C45 7.2137 -6.5905 5.2347
O19 7.8012 -5.9080 4.1249
H87 6.6421 -7.4293 4.8443
H88 7.9894 -6.9679 5.9067
H89 6.5449 -5.9234 5.7796
H90 8.3051 -5.1685 4.4725
C46 -2.8693 -5.9285 -4.8164
O20 -2.4508 -5.0302 -5.8411
H91 -3.6444 -6.5670 -5.2315
H92 -2.0367 -6.5516 -4.4785
H93 -3.2770 -5.3804 -3.9636
H94 -1.7652 -4.4669 -5.4660
C47 -1.9155 -5.7962 -9.3497
O21 -1.4233 -4.4688 -9.2026
H95 -2.1320 -5.9680 -10.4009
H96 -1.1660 -6.5213 -9.0196
H97 -2.8320 -5.9264 -8.7699
H98 -1.2453 -4.3371 -8.2671
C48 4.5296 -3.0636 6.5798
O22 5.7644 -3.7744 6.6661
H99 3.7823 -3.7474 6.1872
H100 4.2102 -2.7164 7.5651
H101 4.6171 -2.2078 5.9055
H102 6.4247 -3.1704 7.0138

Formula: C48H102F3N5O5
Source: OMol25
Level of theory: the ωB97M-V functional and the def2-TZVPD basis

Results
net charge: +2
HOMO level: -8.04 eV
E: -77249.4975 eV

Positions of all 163 atoms, in Å:
N1 1.4762 0.0290 0.4974
O1 0.2253 0.2217 0.5782
O2 2.1435 0.7049 -0.3018
O3 2.0358 -0.7906 1.2259
C1 5.2424 3.3941 1.5885
C2 4.4242 3.5500 2.8781
C3 3.1089 4.3047 2.6193
C4 2.1470 3.5798 1.6716
N2 0.8165 4.3154 1.5157
C5 0.0425 4.0039 2.7938
C6 -1.4029 4.3959 2.4402
C7 -1.4791 3.7920 1.0216
C8 -0.0520 3.7233 0.4512
C9 0.9352 5.8028 1.3341
C10 1.7828 6.2046 0.1208
C11 1.8015 7.6836 -0.1321
H1 4.6115 3.0068 0.7801
H2 6.0151 2.6282 1.6006
H3 5.5908 4.3837 1.2902
H4 4.9668 4.0781 3.6590
H5 4.1895 2.5508 3.2533
H6 3.3592 5.3083 2.2618
H7 2.6238 4.5310 3.5741
H8 2.0479 2.5142 1.8657
H9 2.5913 3.6717 0.6790
H10 0.4755 4.3551 3.7232
H11 0.0591 2.9118 2.7948
H12 -1.4541 5.4825 2.4846
H13 -2.0967 3.9994 3.1770
H14 -2.0888 4.5293 0.4842
H15 -2.0361 2.8594 0.9670
H16 0.0415 4.2191 -0.5072
H17 0.0856 2.6485 0.3552
H18 1.2910 6.3305 2.2149
H19 -0.0648 6.1632 1.0948
H20 1.4652 5.7019 -0.7991
H21 2.8181 5.8627 0.2072
H22 0.8325 8.1864 -0.1506
H23 2.2962 7.9511 -1.0672
H24 2.4294 8.1962 0.6035
C12 3.7580 -6.3250 -4.1335
C13 3.4014 -5.5544 -5.4320
C14 2.4265 -4.3892 -5.3663
C15 2.9180 -3.1529 -4.5959
N3 1.7960 -2.3142 -4.0253
C16 0.8447 -1.8593 -5.0813
C17 1.5759 -0.8018 -5.9440
C18 2.4011 -0.0637 -4.8692
C19 2.2973 -0.9125 -3.6018
C20 1.0629 -2.9562 -2.8359
C21 2.0023 -3.3109 -1.6824
C22 1.4678 -4.3577 -0.6807
H25 4.2208 -5.6541 -3.4158
H26 4.4871 -7.0830 -4.4280
H27 2.9162 -6.9699 -3.8847
H28 2.8620 -6.2712 -6.0645
H29 4.2730 -5.4376 -6.0793
H30 1.4749 -4.7121 -4.9326
H31 2.1133 -4.0696 -6.3631
H32 3.4701 -2.4455 -5.2128
H33 3.5955 -3.4706 -3.8069
H34 0.0051 -1.3063 -4.6566
H35 0.4003 -2.6421 -5.6948
H36 0.9095 -0.0826 -6.4051
H37 2.2585 -1.3067 -6.6241
H38 1.9829 0.9348 -4.7388
H39 3.4277 0.1582 -5.1596
H40 1.5927 -0.4533 -2.9123
H41 3.2265 -1.1687 -3.0959
H42 0.6704 -3.8579 -3.3116
H43 0.2076 -2.2978 -2.6984
H44 2.3875 -2.4173 -1.1934
H45 2.8081 -3.9495 -2.0476
H46 2.2196 -4.6757 0.0381
H47 1.2835 -5.2731 -1.2571
H48 0.4892 -4.1797 -0.2294
C23 -8.7800 0.0557 -4.1656
C24 -7.2816 -0.2615 -4.2983
C25 -6.3372 0.9276 -4.1971
C26 -6.2890 1.6074 -2.8590
N4 -5.3009 2.7582 -2.7061
C27 -5.4416 3.4375 -1.3613
C28 -6.4813 4.5373 -1.5359
C29 -6.7622 4.6198 -3.0380
C30 -5.5986 3.8706 -3.6628
C31 -3.8749 2.2957 -2.9178
C32 -3.4416 1.0988 -2.0928
C33 -1.9288 0.7632 -2.0616
H49 -9.0925 0.9047 -4.7713
H50 -8.9401 0.3027 -3.1139
H51 -9.3209 -0.8514 -4.4212
H52 -7.0914 -0.7724 -5.2429
H53 -7.0590 -0.9988 -3.5202
H54 -6.5499 1.6308 -5.0078
H55 -5.3522 0.5164 -4.4432
H56 -5.9808 0.8639 -2.1184
H57 -7.2035 1.9899 -2.4036
H58 -4.4576 3.8091 -1.0774
H59 -5.6977 2.7289 -0.5742
H60 -6.1463 5.4748 -1.0948
H61 -7.3756 4.3025 -0.9568
H62 -6.7927 5.6692 -3.3189
H63 -7.6733 4.1086 -3.3457
H64 -4.7322 4.5310 -3.7341
H65 -5.8071 3.4960 -4.6614
H66 -3.2768 3.1927 -2.7279
H67 -3.6550 2.2117 -3.9852
H68 -3.9705 0.1949 -2.4041
H69 -3.7645 1.1920 -1.0512
H70 -1.4983 0.6829 -3.0582
H71 -1.8916 -0.2178 -1.5854
H72 -1.3618 1.3923 -1.3785
C34 -3.0309 -1.2827 6.9787
C35 -1.5975 -1.6168 6.5233
C36 -1.4551 -2.2788 5.1555
C37 0.0343 -2.3863 4.8196
N5 0.3776 -3.1121 3.5402
C38 0.0806 -4.6129 3.5930
C39 1.2198 -5.1931 4.4616
C40 2.4303 -4.3171 4.2210
C41 1.9164 -3.1015 3.4139
C42 -0.3152 -2.4477 2.3365
C43 -1.7080 -2.9600 1.9628
C44 -2.3061 -2.0556 0.9078
H73 -3.1515 -1.3332 8.0595
H74 -3.7260 -2.0041 6.5474
H75 -3.3558 -0.2818 6.6932
H76 -1.1714 -2.2928 7.2770
H77 -0.8657 -0.8271 6.7249
H78 -2.0001 -1.7819 4.3544
H79 -1.8113 -3.3125 5.1758
H80 0.5467 -2.8361 5.6727
H81 0.5253 -1.4155 4.7292
H82 0.2152 -4.9128 2.5544
H83 -0.9182 -4.8522 3.9434
H84 1.2650 -6.1877 4.0148
H85 0.8908 -5.2135 5.4970
H86 3.2259 -4.7868 3.6487
H87 2.8792 -3.9815 5.1546
H88 2.1032 -3.4167 2.3884
H89 2.2753 -2.1076 3.6568
H90 0.4803 -2.5297 1.5983
H91 -0.3265 -1.3920 2.6041
H92 -2.3269 -3.0796 2.8456
H93 -1.5930 -3.9106 1.4341
H94 -1.8110 -2.1832 -0.0526
H95 -2.2511 -0.9977 1.1838
H96 -3.3789 -2.2621 0.8728
C45 5.7946 -1.2994 4.6930
O4 5.4726 -2.1848 3.5425
O5 7.0962 -1.1595 4.7934
C46 4.8697 -0.0646 4.6908
F1 5.2426 0.9126 3.8466
F2 3.5965 -0.4409 4.2895
F3 4.7381 0.4644 5.9101
C47 5.2404 -1.6227 2.2947
C48 5.1689 -2.7362 1.2398
H97 5.1345 -2.3775 0.2077
H98 5.9772 -3.4528 1.3759
H99 4.2029 -3.2513 1.3502
H100 6.0451 -0.9679 1.9361
H101 4.2915 -1.0813 2.2470
H102 5.4413 -1.8953 5.5566

- What is the E in the second record?
  -267812.5938 eV